No. 1
The following is a DFT calculation (the ωB97M-V functional and the def2-TZVPD basis) of a cluster of 9 separate species, C24H54O15S6 in total in a non-equilibrium geometry.

Computed properties:
E (Eh): -4464.230055
LUMO energy (eV): -0.17

Each line ends with the Löwdin charge.
Positions of all 99 atoms, in Å:
C: -2.094 -0.970 3.692  0.0179
C: -3.417 -1.100 2.729  -0.2285
C: -4.658 -0.279 3.155  -0.1140
O: -4.501 0.924 2.446  0.0617
C: -3.707 0.708 1.345  -0.5166
O: -3.393 1.492 0.452  0.0819
O: -3.292 -0.529 1.429  0.0715
H: -1.151 -1.446 3.426  0.0658
H: -2.385 -1.080 4.737  0.0733
H: -1.933 0.101 3.810  0.0671
H: -3.834 -2.106 2.687  0.1390
H: -4.461 -0.116 4.215  0.1245
H: -5.666 -0.684 3.063  0.1399
C: 2.766 3.917 -3.645  -0.0062
C: 2.073 4.145 -2.243  -0.2857
C: 2.531 3.385 -0.967  -0.1323
O: 2.760 4.492 -0.147  0.0220
C: 2.486 5.717 -0.749  -0.4687
O: 2.528 6.811 -0.174  0.1146
O: 2.204 5.530 -2.056  0.0745
H: 2.250 4.175 -4.570  0.0781
H: 3.022 2.864 -3.770  0.0640
H: 3.779 4.308 -3.734  0.0782
H: 0.987 4.056 -2.294  0.1392
H: 3.329 2.675 -1.182  0.1353
H: 1.665 2.895 -0.521  0.0677
C: -2.112 -5.252 2.879  0.0037
C: -1.231 -4.944 1.648  -0.3330
C: -0.878 -6.034 0.663  -0.0841
O: -1.115 -5.341 -0.549  0.0517
C: -1.640 -4.083 -0.392  -0.5095
O: -2.005 -3.377 -1.337  0.1202
O: -1.498 -3.792 0.882  0.0966
H: -2.026 -4.467 3.631  0.0778
H: -2.078 -6.230 3.359  0.0907
H: -3.089 -5.212 2.397  0.0846
H: -0.294 -4.682 2.140  0.1261
H: -1.501 -6.928 0.680  0.1404
H: 0.169 -6.236 0.890  0.1186
C: 1.393 -4.428 -5.953  -0.2412
S: 3.223 -4.737 -5.792  0.8290
O: 3.990 -3.839 -6.772  -0.5746
C: 3.443 -3.804 -4.221  -0.2718
H: 1.064 -4.815 -6.918  0.0478
H: 1.411 -3.338 -5.948  0.0392
H: 0.753 -4.812 -5.159  0.0520
H: 4.412 -3.691 -3.735  0.0560
H: 2.660 -4.029 -3.497  0.0307
H: 3.084 -2.814 -4.504  0.0314
C: 1.747 1.397 4.216  -0.2056
S: 2.617 1.293 2.552  0.8788
O: 1.592 1.787 1.458  -0.5842
C: 3.996 2.482 2.651  -0.2445
H: 2.303 0.885 5.001  0.0527
H: 0.846 0.801 4.073  0.0267
H: 1.424 2.413 4.444  0.0524
H: 4.846 2.265 3.298  0.0544
H: 3.622 3.390 3.124  0.0559
H: 4.462 2.662 1.682  0.0542
C: -3.101 4.106 -1.882  -0.2518
S: -3.620 2.428 -2.395  0.8568
O: -4.819 2.768 -3.278  -0.5970
C: -2.319 1.974 -3.626  -0.2370
H: -3.679 4.868 -2.405  0.0541
H: -2.082 4.396 -2.137  0.0444
H: -3.306 4.313 -0.831  -0.0089
H: -1.996 2.799 -4.262  0.0588
H: -2.879 1.269 -4.241  0.0401
H: -1.555 1.392 -3.112  -0.0008
C: 0.279 -1.333 -2.393  -0.2374
S: 0.899 0.104 -1.379  0.8591
O: 0.607 1.251 -2.285  -0.5512
C: -0.557 -0.001 -0.134  -0.2068
H: 1.050 -1.555 -3.132  0.0258
H: -0.548 -1.159 -3.081  0.0628
H: -0.003 -2.224 -1.831  0.0203
H: -1.456 0.278 -0.683  0.0395
H: -0.558 0.735 0.670  0.0198
H: -0.813 -0.958 0.321  0.0331
C: -0.433 3.765 1.687  -0.2276
S: -1.970 4.780 1.444  0.8145
O: -1.588 6.189 1.089  -0.5448
C: -2.649 4.854 3.203  -0.2328
H: 0.201 3.810 0.801  0.0313
H: -0.619 2.693 1.765  0.0203
H: 0.010 4.236 2.564  0.0487
H: -3.450 5.593 3.226  0.0395
H: -1.880 5.277 3.850  0.0401
H: -3.192 4.029 3.665  0.0387
C: 2.938 -4.574 0.700  -0.2526
S: 3.099 -3.148 1.827  0.8748
O: 2.415 -3.768 3.081  -0.6009
C: 1.979 -1.844 1.084  -0.2548
H: 3.704 -5.343 0.804  0.0550
H: 2.911 -4.343 -0.364  0.0408
H: 1.984 -5.067 0.886  0.0228
H: 1.148 -1.782 1.786  0.0498
H: 1.691 -2.162 0.082  0.0184
H: 2.674 -1.025 0.895  0.0072

Cartesian forces (eV/Å) of the 2 atoms listed first:
-2.32 1.59 -0.74
-0.65 -0.14 0.82

No. 2
The following is a DFT calculation (the ωB97M-V functional and the def2-TZVPD basis) of a cluster of 6 separate species, C24H54O16P2 in total in a non-equilibrium geometry.

Computed properties:
E (Eh): -2833.267906
LUMO energy (eV): 0.49
Structure (SMILES): COP(=O)(OC)OC.COP(=O)(OC)OC.Oc1ccc(O)cc1.COCCOC.COCCOC.COCCOC

Each line ends with the Löwdin charge.
Positions of all 96 atoms, in Å:
C: -0.767 5.775 -10.562  -0.1433
O: -0.019 5.579 -9.414  -0.2099
P: -0.501 4.484 -8.318  0.5024
O: -1.850 3.913 -8.560  -0.2411
O: 0.750 3.444 -8.145  -0.2297
C: 1.417 2.765 -9.184  -0.1086
O: -0.320 5.252 -6.883  -0.2166
C: -0.844 4.707 -5.744  -0.1619
H: -1.847 5.660 -10.470  0.0813
H: -0.493 4.924 -11.186  0.0905
H: -0.678 6.795 -10.935  0.0957
H: 2.324 3.338 -9.376  0.0872
H: 0.913 2.712 -10.148  0.0882
H: 1.708 1.808 -8.750  0.0933
H: -0.725 3.627 -5.661  0.0906
H: -1.910 4.935 -5.705  0.0907
H: -0.377 5.115 -4.848  0.0911
C: 4.207 -8.691 4.690  -0.1359
O: 3.383 -7.562 4.874  -0.2312
P: 1.815 -7.818 5.443  0.6098
O: 1.083 -8.931 4.756  -0.2586
O: 1.948 -7.831 7.116  -0.2559
C: 0.883 -8.173 8.018  -0.0929
O: 1.138 -6.296 5.176  -0.2393
C: -0.072 -6.187 4.500  -0.1562
H: 5.056 -8.736 5.372  0.0836
H: 4.599 -8.833 3.683  0.0934
H: 3.619 -9.516 5.092  0.0718
H: 0.699 -7.513 8.866  0.0869
H: 1.196 -9.136 8.421  0.0879
H: -0.026 -8.246 7.421  0.0801
H: -0.112 -6.554 3.474  0.0913
H: -0.470 -5.177 4.592  0.0892
H: -0.789 -6.779 5.068  0.0759
O: -3.956 2.653 -0.392  0.0411
C: -3.600 1.393 -0.658  -0.3393
C: -2.418 0.822 -0.099  0.0160
C: -2.111 -0.513 -0.411  -0.0059
C: -2.881 -1.195 -1.353  -0.3538
O: -2.627 -2.527 -1.530  0.0458
C: -3.942 -0.555 -1.901  -0.0536
C: -4.435 0.679 -1.524  -0.0133
H: -4.902 2.818 -0.385  0.1077
H: -1.809 1.336 0.629  0.1082
H: -1.364 -1.221 -0.081  0.1182
H: -3.073 -2.840 -2.320  0.1007
H: -4.601 -1.104 -2.557  0.1120
H: -5.416 1.004 -1.839  0.1161
C: 0.459 -4.136 -6.037  -0.0560
O: -0.662 -3.252 -6.484  -0.1870
C: -1.736 -3.867 -7.149  -0.2289
C: -3.075 -3.110 -7.189  -0.1443
O: -4.008 -3.991 -6.528  -0.1958
C: -5.369 -3.815 -6.679  -0.1470
H: 0.991 -4.726 -6.784  0.0768
H: -0.012 -4.908 -5.428  0.0733
H: 1.205 -3.700 -5.373  0.0803
H: -1.935 -4.862 -6.749  0.1175
H: -1.438 -4.098 -8.172  0.1157
H: -3.348 -2.971 -8.236  0.1201
H: -2.929 -2.171 -6.654  0.1266
H: -5.755 -3.629 -7.681  0.0830
H: -5.731 -2.898 -6.215  0.0757
H: -5.913 -4.609 -6.167  0.0902
C: 0.373 1.236 8.961  -0.0863
O: 0.915 -0.058 8.572  -0.2163
C: 0.565 -0.448 7.225  -0.1655
C: 1.586 0.161 6.176  -0.1743
O: 2.971 -0.197 6.374  -0.1935
C: 3.662 0.755 7.219  -0.0925
H: 0.521 1.457 10.018  0.0839
H: -0.706 1.249 8.809  0.0824
H: 0.914 2.002 8.406  0.0757
H: -0.430 -0.050 7.025  0.1060
H: 0.499 -1.530 7.110  0.1163
H: 1.499 1.245 6.255  0.1041
H: 1.389 -0.192 5.163  0.1180
H: 4.591 0.204 7.363  0.0869
H: 3.127 0.915 8.156  0.0731
H: 3.943 1.698 6.751  0.0820
C: 1.789 7.279 5.283  -0.1010
O: 1.005 6.644 4.270  -0.1890
C: 1.070 7.276 3.024  -0.1756
C: 2.641 7.428 2.545  -0.1390
O: 3.497 6.207 2.561  -0.2158
C: 3.289 5.275 1.478  -0.0941
H: 1.107 7.616 6.063  0.0801
H: 2.430 8.122 5.026  0.0810
H: 2.377 6.521 5.801  0.0888
H: 0.560 8.236 3.098  0.1103
H: 0.454 6.762 2.285  0.1123
H: 3.227 8.185 3.067  0.0965
H: 2.699 7.880 1.555  0.0990
H: 4.296 4.877 1.357  0.0849
H: 3.076 5.852 0.578  0.0773
H: 2.518 4.535 1.692  0.0844

Cartesian forces (eV/Å) of the 2 atoms listed first:
-1.50 -0.64 -1.40
0.39 -0.71 3.03

- LUMO energy of number 1 (C24H54O15S6)?
  -0.17 eV